# 1
Below is C5H14BInNO4 as an isolated structure, with properties calculated with ωB97M-V/def2-TZVPD.

The LUMO energy comes out at 0.108 Ha. The value obtained for the gap between HOMO and LUMO is 7.3 eV. For the HOMO energy, the calculation gives -4.37 eV.

```
! wB97M-V def2-TZVPD RIJCOSX def2/J DEFGRID3
* xyz -1 1
In -0.7885 -0.6831 0.2433
O -2.1872 3.2758 0.4031
O 2.5652 -1.1979 -0.4867
O -3.5091 -2.2004 -0.8337
O -1.6126 -2.9964 -1.9382
N 2.0022 0.6371 1.8548
C -2.1754 2.0866 0.1263
C 2.2031 0.1938 -0.6485
C 0.7341 0.3569 -1.0176
C 2.6679 0.9552 0.5902
C -2.1239 0.9663 1.0881
B -2.1243 -2.1384 -0.9527
H -0.1293 -1.5544 1.6530
H 2.9504 -1.4936 -1.3151
H -3.7374 -1.9386 0.0623
H 3.7348 0.7283 0.7151
H -3.1218 0.5601 1.2762
H 0.6136 0.0002 -2.0478
H 0.5235 1.4356 -1.0147
H 1.7723 -0.3509 1.8762
H 2.5763 2.0307 0.4127
H 1.1186 1.1299 1.9077
H -1.6842 1.3405 2.0185
H -2.1487 1.8099 -0.9503
H 2.8147 0.5985 -1.4762
H -0.9342 -3.5516 -1.5456
*
```

# 2
Below is C5H14BrNOTi as an isolated structure in a non-equilibrium geometry, with properties calculated with ωB97M-V/def2-TZVPD.

The LUMO energy (alpha / beta) comes out at -0.109 / -0.119 Ha. The value obtained for the gap between HOMO and LUMO (alpha / beta) is 7.1 / 9.8 eV. Its expectation value of S² is 3.754. For the HOMO energy (alpha / beta), the calculation gives -10.03 / -13.06 eV. The energy relative to the best compared isomer or geometry (same formula, charge and spin) comes out at 0.8664 eV.

```
! wB97M-V def2-TZVPD RIJCOSX def2/J DEFGRID3
* xyz 1 4
Br -3.2897 -0.5372 1.1380
Ti -3.2153 -2.3427 2.4968
O 2.7086 -0.8027 -0.3046
N -0.1628 0.3265 0.1300
C -0.6346 -1.1109 0.4326
C 0.6088 1.0386 1.2251
C 0.6790 0.2896 -1.2098
C 1.7857 -0.7783 -1.3058
C -1.3884 1.1943 -0.1863
H -0.1005 0.1156 -1.9515
H 1.4823 0.4109 1.4010
H -2.1517 1.1736 0.5915
H -1.1432 -1.5011 -0.4489
H -1.0331 2.2241 -0.2240
H 2.3729 -0.5209 -2.1874
H 1.0453 1.2775 -1.4890
H 0.8575 1.9710 0.7182
H -1.3851 -1.1113 1.2231
H 0.0065 1.2761 2.1020
H -1.8401 0.8219 -1.1056
H 1.3861 -1.7835 -1.4395
H 0.2532 -1.6762 0.7162
H 3.1583 0.0453 -0.3222
*
```

# 3
Below is C5H14ClInO3PmS as an isolated structure in a non-equilibrium geometry, with properties calculated with ωB97M-V/def2-TZVPD.

The LUMO energy (alpha / beta) comes out at 0.071 / 0.074 Ha. The value obtained for the gap between HOMO and LUMO (alpha / beta) is 5.0 / 4.9 eV. Its expectation value of S² is 6.012. For the HOMO energy (alpha / beta), the calculation gives -3.07 / -2.90 eV. The energy relative to the best compared isomer or geometry (same formula, charge and spin) comes out at 1.9590 eV.

```
! wB97M-V def2-TZVPD RIJCOSX def2/J DEFGRID3
* xyz -1 5
Pm 0.7378 0.2984 -4.1423
In -0.1277 0.1339 0.0576
Cl 1.2153 2.1803 -2.5250
S 0.1924 0.9751 2.9762
O 0.6758 2.0187 3.8526
O -1.2117 1.0203 2.5155
O 1.0873 0.8274 1.7252
C -1.6873 1.4249 -0.6854
C 2.7530 -0.6025 -5.0206
C -0.3982 -1.9207 0.3971
C -1.0059 0.2097 -5.7455
C 0.3957 -0.5903 3.8370
H 0.0561 -1.4557 3.2641
H -0.8489 -0.5530 -6.5320
H -2.4138 1.4688 0.1349
H 3.5591 0.1060 -5.2975
H -0.1362 -0.6039 4.7858
H -1.3201 2.4264 -0.9185
H -1.4374 -2.2922 0.4082
H 1.4451 -0.7398 4.0822
H -1.3074 1.1526 -6.2429
H -2.1416 0.9668 -1.5706
H 0.3268 -2.6622 0.7574
H 2.6049 -1.3031 -5.8648
H 3.1217 -1.2038 -4.1546
H -1.8721 -0.1330 -5.1302
*
```

E, respectively: -20943.66422; -102096.75772; -56638.39410 eV.
M, respectively: 277.80; 231.94; 449.50 g mol⁻¹.